# C7H6

The molecule C7H6 in a non-equilibrium geometry (the ωB97M-V functional and the def2-TZVPD basis, OMol25).

Structure (ORCA input):
```
! wB97M-V def2-TZVPD RIJCOSX def2/J DEFGRID3
* xyz 0 1
C -1.8618 0.2088 0.1662
C -1.1909 -0.9166 0.0404
C 0.2766 -0.7385 0.2796
C 1.6042 -0.6897 -0.6111
C 1.9202 0.6002 -0.2003
C 0.4451 0.7127 0.3651
C -0.7740 1.3383 0.2337
H -2.9286 0.3663 0.1042
H -1.6253 -1.8552 -0.1109
H 0.4080 -1.3739 1.1857
H 1.8987 -1.4264 -1.1792
H 2.6437 1.3553 -0.4341
H -0.8161 2.4187 0.1608
*
```

Output
SMILES = C1=C[C@H]2C=CC2=C1
E_LUMO = 1.04 eV
Frontier orbital gap = 9.12 eV
Energy relative to the best compared isomer or geometry (same formula, charge and spin) = 174.3 kJ/mol

# C7H6

The molecule C7H6 in a non-equilibrium geometry (the ωB97M-V functional and the def2-TZVPD basis, OMol25).

Structure (ORCA input):
```
! wB97M-V def2-TZVPD RIJCOSX def2/J DEFGRID3
* xyz 0 3
C -0.7911 -1.8053 0.7458
C -1.8032 -0.1604 -0.6257
C 0.1029 -0.8255 0.6502
C -2.0746 -1.4924 -0.0283
C -0.6569 0.7048 -0.6241
C 0.5174 0.4143 0.1309
C 1.9264 0.9501 0.1613
H -0.4882 -2.6184 1.3656
H -2.6490 0.1762 -1.2844
H -0.8208 1.8091 -1.0121
H 2.3321 0.4889 1.1386
H 1.9629 2.0450 0.0309
H 2.4421 0.3135 -0.6486
*
```

Output
E_LUMO (alpha / beta) = 0.66 / -1.72 eV
Expectation value of S² = 2.0466
Frontier orbital gap (alpha / beta) = 8.31 / 7.12 eV
Energy relative to the best compared isomer or geometry (same formula, charge and spin) = 13.0 kJ/mol

# C7H6Cl2NOS

A cluster of 2 separate species, C7H6Cl2NOS in total in a non-equilibrium geometry (the ωB97M-V functional and the def2-TZVPD basis, OMol25).

Structure (ORCA input):
```
! wB97M-V def2-TZVPD RIJCOSX def2/J DEFGRID3
* xyz 1 1
C 2.1433 -1.5143 0.6253
C 3.2689 -0.7926 0.5617
C 1.2666 0.3905 -0.3403
C 0.4238 1.2850 -0.7380
C -2.7986 1.1949 -0.8925
C -2.7142 1.4038 0.4316
C -0.0917 -1.4823 -0.1059
N 1.0991 -0.9463 -0.0122
O -0.0856 2.2570 -0.9817
S 3.0789 0.8021 -0.0875
Cl -1.4260 0.7901 1.4589
Cl -0.5099 -2.9486 0.5134
H 2.0888 -2.4708 1.1938
H 4.2682 -1.2546 0.9962
H -3.5411 1.6899 -1.4831
H -2.1424 0.5355 -1.4311
H -3.4499 2.0087 0.9566
H -0.8781 -0.9481 -0.6652
*
```

Output
E_LUMO = -5.05 eV
Frontier orbital gap = 7.23 eV
Energy relative to the best compared isomer or geometry (same formula, charge and spin) = 0.0 kJ/mol

# C7H6Cl2NP

The molecule C7H6Cl2NP in a non-equilibrium geometry (the ωB97M-V functional and the def2-TZVPD basis, OMol25).

Structure (ORCA input):
```
! wB97M-V def2-TZVPD RIJCOSX def2/J DEFGRID3
* xyz 0 1
C -2.0966 -0.4857 0.9195
C -0.8140 -0.3446 0.1426
C -0.5263 0.6996 -0.7332
C 0.1257 0.3073 -1.9321
N 0.4476 0.0776 -3.0152
C 0.2186 -1.2969 0.3130
C 1.5756 -1.0716 0.3060
Cl 2.6660 -2.4634 0.5496
P 2.3041 0.4261 0.8738
C 1.4314 1.7102 -0.1238
Cl 1.2640 3.2394 0.6143
H -3.0945 -0.3057 0.3184
H -2.2222 0.1159 1.7372
H -2.0760 -1.5874 1.3344
H -1.0762 1.6526 -0.8086
H -0.0620 -2.3096 0.6616
H 1.9348 1.6360 -1.1575
*
```

Output
SMILES = CC(=C/C#N)/C=C(Cl)\P=C\Cl
E_LUMO (alpha / beta) = -1.24 / -1.24 eV
Frontier orbital gap (alpha / beta) = 7.38 / 7.38 eV
Energy relative to the best compared isomer or geometry (same formula, charge and spin) = 186.5 kJ/mol